Record 1
DFT (ωB97M-V/def2-TZVPD) results for a 2-piece molecular cluster, C2H10N2S2 overall at a distorted geometry.

Calculated values
HOMO level = -8.445 eV
Frontier orbital gap = 0.331 hartree
Total charge = 0
Energy above the lowest of the compared OMol25 structures with the same formula, charge and spin = 23.0 kcal/mol
Maximum force = 0.0442 Eh/bohr

Cartesian coordinates (Å):
C1 -1.4119 1.0717 1.9586
S1 0.3593 1.1453 1.5926
S2 0.8726 -0.7886 1.9400
H1 -1.5577 1.2098 3.0370
H2 -1.8139 0.1484 1.5422
H3 -1.9393 1.8982 1.4827
H4 2.0222 -0.5056 2.6170
N1 -0.6961 -0.2241 -0.9955
C2 0.3112 -0.8345 -1.8911
N2 1.5902 -0.1148 -1.9064
H5 -0.5146 0.5754 -0.3781
H6 -1.5716 0.0857 -1.4042
H7 0.4915 -1.7868 -1.4023
H8 -0.2402 -0.9430 -2.8282
H9 1.8935 -0.1990 -0.9372
H10 2.2047 -0.7379 -2.4270

Record 2
DFT (ωB97M-V/def2-TZVPD) results for C2H10N3 as an isolated structure.

Calculated values
HOMO level = -14.670 eV
Frontier orbital gap = 0.440 hartree
Total charge = +1
Energy above the lowest of the compared OMol25 structures with the same formula, charge and spin = 8.8 kcal/mol
Maximum force = 0.0150 Eh/bohr

Cartesian coordinates (Å):
C1 2.4777 -0.0187 -0.0292
N1 1.4189 -1.0336 0.2419
H1 3.4691 -0.4053 0.1884
H2 2.2916 0.8659 0.6010
H3 2.4094 0.2913 -1.0708
H4 1.5012 -1.7976 -0.4231
H5 1.5702 -1.4558 1.1479
H6 0.2097 -0.4626 0.1228
N2 -3.0291 0.8818 -0.1933
C2 -1.9968 0.0434 -0.2048
N3 -0.7667 0.3463 0.0344
H7 -3.9807 0.6133 -0.3341
H8 -2.8465 1.8376 0.0375
H9 -2.1809 -0.9929 -0.4550
H10 -0.5470 1.2872 0.3364

Record 3
DFT (ωB97M-V/def2-TZVPD) results for a 2-piece molecular cluster, C2H10N3 overall at a distorted geometry.

Calculated values
HOMO level = -14.556 eV
Frontier orbital gap = 0.377 hartree
Total charge = +1
Energy above the lowest of the compared OMol25 structures with the same formula, charge and spin = 102.3 kcal/mol
Maximum force = 0.1048 Eh/bohr

Cartesian coordinates (Å):
C1 -0.1601 1.1386 -1.6652
C2 0.1616 0.1525 1.1593
N1 1.3803 0.3225 0.7583
N2 -0.7628 -0.7397 0.8265
N3 -0.6241 -2.0387 0.4071
H1 -1.1660 1.2737 -1.6377
H2 -0.1520 1.6290 -0.6237
H3 0.3335 1.4914 -2.4909
H4 -0.3446 0.9183 1.7417
H5 -0.7425 -2.8790 1.3247
H6 1.7385 -0.2205 -0.0059
H7 -1.7037 -0.3929 0.7946
H8 1.7358 1.2497 1.1514
H9 0.1004 -2.0556 -0.2338
H10 0.2057 0.1508 -1.5063

Record 4
DFT (ωB97M-V/def2-TZVPD) results for a 2-piece molecular cluster, C2H10N3O overall at a distorted geometry.

Calculated values
HOMO level = -13.341 eV
Frontier orbital gap = 0.370 hartree
Total charge = +1
Energy above the lowest of the compared OMol25 structures with the same formula, charge and spin = 24.4 kcal/mol
Maximum force = 0.0712 Eh/bohr

Cartesian coordinates (Å):
C1 -0.7123 1.2508 -1.1003
C2 0.0156 0.2292 -0.2541
N1 0.0236 2.4295 -1.4676
N2 0.0652 -2.7563 1.4749
N3 1.1836 0.5781 0.2246
O1 -0.5590 -0.8525 0.0696
H1 -1.6311 1.6047 -0.4410
H2 -1.1538 0.8752 -1.9347
H3 0.2588 2.5450 -2.4412
H4 0.1939 -3.7456 1.3510
H5 0.5235 -2.3713 2.2941
H6 -0.9290 -2.6937 1.7126
H7 -0.3915 3.2764 -1.1026
H8 1.5965 1.3801 -0.1845
H9 1.5616 0.1746 1.0910
H10 -0.0455 -1.9242 0.7083